Entry 1:
87
Properties=species:S:1:pos:R:3 method="wB97M-V/def2-TZVPD" de_lowest_kcal_mol=10.7 charge=+3 spin_multiplicity=6 s2=8.810 gap_ev="7.01 / 3.51" homo_energy_ev="-15.18 / -15.18"
Mn -0.3260 0.0557 0.5154
C 3.7854 -0.6099 0.5812
C 2.5294 -0.8825 0.0709
N 1.5931 -0.2650 0.8133
N 2.2350 0.4150 1.7848
C 3.5491 0.2154 1.6743
B 1.4832 1.3206 2.8240
N 0.3262 0.4744 3.4199
C -0.1237 0.3762 4.6802
C -1.4043 -0.1490 4.6535
C -1.6842 -0.3241 3.3048
N -0.6359 0.0486 2.5639
N 0.8207 2.4857 2.0350
C 0.4527 3.6986 2.4823
C -0.4897 4.2263 1.6239
C -0.6772 3.2283 0.6726
N 0.1105 2.1789 0.9112
N 2.4536 1.7817 3.8497
C 3.2769 2.8692 3.8751
C 4.1745 2.6916 4.8912
C 3.8480 1.4336 5.4305
N 2.8344 0.8709 4.7994
H 4.7370 -0.9639 0.2261
H 2.2426 -1.4820 -0.7788
H 4.2224 0.6586 2.3908
H 0.5068 0.6817 5.4981
H -2.0448 -0.3470 5.4949
H -2.5842 -0.6827 2.8294
H 0.8811 4.1038 3.3843
H -0.9724 5.1848 1.6903
H -1.3646 3.2170 -0.1605
H 3.1722 3.6716 3.1633
H 4.9557 3.3645 5.1986
H 4.3162 0.9148 6.2524
N -0.0991 0.6691 -1.5729
C -1.4370 0.7153 -2.2010
C -1.6830 1.8558 -3.1888
C -0.9251 1.6943 -4.5018
C -1.4052 2.5823 -5.6423
N -1.1590 4.0167 -5.4443
C -2.0607 5.0007 -5.4274
N -3.3684 4.7573 -5.4075
N -1.6409 6.2658 -5.3953
C -2.5201 0.6527 -1.1285
O -3.6744 0.8660 -1.3582
O -2.0985 0.2647 0.0899
H 0.2947 1.5958 -1.4219
H 0.5589 0.1560 -2.1497
H -1.5470 -0.2249 -2.7551
H -1.4471 2.8161 -2.7174
H -2.7611 1.8587 -3.3683
H -1.0467 0.6700 -4.8689
H 0.1513 1.8355 -4.3598
H -2.4686 2.4242 -5.8132
H -0.9132 2.2921 -6.5711
H -0.1955 4.3107 -5.4879
H -3.7371 3.8269 -5.4808
H -4.0310 5.5131 -5.4630
H -0.6684 6.4918 -5.5196
H -2.2930 7.0309 -5.4460
C -2.5883 -2.7770 0.1697
P -0.7944 -2.5169 0.2930
C -0.3117 -3.5669 1.7314
C -0.6088 -4.9981 1.6808
C -0.2465 -5.8741 2.7033
C 0.4272 -5.3620 3.7815
C 0.7507 -3.9576 3.8333
C 0.3891 -3.0793 2.8058
C -0.0569 -3.5736 -0.9827
C 1.2512 -4.0460 -0.8130
C 1.8242 -4.8721 -1.7708
C 1.1019 -5.2249 -2.9015
C -0.1953 -4.7593 -3.0769
C -0.7797 -3.9435 -2.1180
H -2.9487 -2.2600 -0.7198
H -3.0724 -2.3085 1.0253
H -2.8564 -3.8308 0.1062
H -1.1388 -5.3763 0.8140
H -0.4889 -6.9258 2.6446
H 0.7299 -5.9936 4.6067
H 1.2785 -3.5841 4.7025
H 0.6551 -2.0335 2.8762
H 1.8376 -3.7606 0.0538
H 2.8323 -5.2391 -1.6329
H 1.5456 -5.8712 -3.6469
H -0.7577 -5.0458 -3.9553
H -1.8036 -3.6185 -2.2559

=====

Entry 2:
25
Properties=species:S:1:pos:R:3 method="wB97M-V/def2-TZVPD" de_lowest_kcal_mol=0.0 charge=-1 spin_multiplicity=5 s2=6.012 gap_ev="5.65 / 7.92" homo_energy_ev="-2.54 / -4.82"
Co 0.9983 -0.7947 -0.2247
S 0.7444 0.1605 -2.4716
C -0.8236 0.3731 -1.7720
C -1.9491 0.9460 -2.4056
C -3.1333 1.0394 -1.7217
C -3.2373 0.5702 -0.4096
C -2.1066 0.0179 0.1511
N -0.9500 -0.0689 -0.5015
H -1.8489 1.2943 -3.4242
H -4.0001 1.4758 -2.2060
H -4.1603 0.6200 0.1487
H -2.1101 -0.3810 1.1588
Se 1.0790 -3.2519 -0.1563
C -0.7052 -3.6632 -0.4105
N -1.8172 -3.9429 -0.5614
C 1.0971 1.7994 1.7325
O 2.3112 1.0973 1.8319
C 2.3408 -0.0885 1.0995
C 3.7058 -0.6774 1.2268
H 1.2620 2.8130 2.1018
H 0.3128 1.3244 2.3349
H 0.7521 1.8550 0.6960
H 3.9974 -0.8387 2.2765
H 4.4838 -0.0338 0.7850
H 3.7568 -1.6454 0.7215

=====

Entry 3:
64
Properties=species:S:1:pos:R:3 method="wB97M-V/def2-TZVPD" charge=-1 gap_ev=6.77 homo_energy_ev=-4.15
C -1.8620 1.5515 0.2719
C -1.3569 0.4838 1.2436
N -0.8041 -0.6090 0.4260
C -0.3363 1.1302 2.2239
O 0.8727 1.0320 1.9052
O -0.8460 1.7164 3.2056
H -1.0034 1.9650 -0.2691
H -2.3820 2.3494 0.7985
H -2.5044 1.0307 -0.4400
H -2.2221 0.1138 1.8003
H -0.3868 -0.1582 -0.3850
H -0.0043 -0.9891 0.9239
C -2.9324 -1.9680 -3.5634
C -1.7671 -1.0290 -3.8666
C -2.3617 0.3301 -3.5122
O -3.2979 0.0915 -2.4703
C -3.5251 -1.3117 -2.3218
H -2.6168 -2.9946 -3.3819
H -3.6547 -1.9620 -4.3850
H -0.9328 -1.2663 -3.2039
H -1.4145 -1.0778 -4.8981
H -2.8807 0.7796 -4.3690
H -1.6150 1.0405 -3.1485
H -3.0146 -1.6541 -1.4157
H -4.5979 -1.4806 -2.2099
C 2.2542 -4.0136 -3.0219
C 2.0761 -3.8998 -1.5084
C 0.7817 -3.1035 -1.4097
O 0.0044 -3.4750 -2.5605
C 0.8123 -4.1932 -3.4832
H 2.8994 -4.8361 -3.3306
H 2.6674 -3.0847 -3.4218
H 1.9515 -4.8918 -1.0676
H 2.9054 -3.4038 -1.0061
H 0.9708 -2.0259 -1.4403
H 0.2047 -3.3158 -0.5113
H 0.5264 -5.2526 -3.4687
H 0.6311 -3.8036 -4.4877
C 2.4744 1.8196 -3.4460
C 3.2858 1.9469 -2.1557
C 2.2458 1.5932 -1.0971
O 1.3630 0.6599 -1.7264
C 1.5853 0.6209 -3.1277
H 3.0818 1.6678 -4.3387
H 1.8637 2.7130 -3.5948
H 4.0990 1.2166 -2.1514
H 3.7152 2.9367 -2.0037
H 1.6704 2.4684 -0.7834
H 2.6542 1.1313 -0.2003
H 2.0858 -0.3212 -3.3913
H 0.6245 0.6501 -3.6438
C -0.0546 2.8825 6.1748
C 0.7073 3.1127 7.4795
C -0.3210 2.6753 8.5165
O -1.0984 1.6533 7.9067
C -0.8272 1.6146 6.4884
H 0.5709 2.7651 5.2934
H -0.7453 3.7080 5.9886
H 1.5860 2.4642 7.5210
H 1.0367 4.1424 7.6232
H -0.9754 3.5126 8.7937
H 0.1292 2.2787 9.4306
H -0.2321 0.7261 6.2633
H -1.7634 1.5464 5.9400

=====

Entry 4:
73
Properties=species:S:1:pos:R:3 method="wB97M-V/def2-TZVPD" de_lowest_kcal_mol=23.1 charge=+2 spin_multiplicity=2 s2=0.759 gap_ev="6.94 / 5.35" homo_energy_ev="-13.70 / -13.70"
Ir 0.8490 0.4449 0.2000
F 2.8849 -4.1763 -1.0612
C 2.8306 -4.2662 0.2728
F 1.6260 -4.7701 0.5900
F 3.7636 -5.1191 0.6784
C 3.0056 -2.9090 0.9096
C 4.0512 -2.6016 1.7529
C 4.1414 -1.3256 2.3167
C 3.1779 -0.3874 2.0392
N 2.1493 -0.7065 1.2339
C 2.0724 -1.9054 0.6569
S 0.6892 -1.8386 -0.4294
H 4.8036 -3.3486 1.9677
H 4.9596 -1.0667 2.9712
H 3.1971 0.6102 2.4498
C -3.4247 1.9499 4.0603
O -3.2174 0.8189 3.2087
C -3.5317 0.9398 1.9087
C -3.8143 2.1451 1.2684
C -4.1778 2.1577 -0.0664
C -4.2952 0.9755 -0.7876
C -3.9943 -0.2257 -0.1711
C -3.5771 -0.2435 1.1529
N -3.3116 -1.5118 1.7403
C -2.4624 -1.9293 2.6393
C -1.3234 -1.3280 3.2614
C -1.0586 -1.7943 4.5617
C -0.0840 -1.2160 5.3469
C 0.6659 -0.1606 4.8305
C 0.4851 0.2703 3.5307
C -0.4765 -0.3282 2.7155
O -0.6053 0.0019 1.4437
H -3.3266 1.5768 5.0757
H -4.4223 2.3633 3.9148
H -2.6690 2.7147 3.8739
H -3.7549 3.0735 1.8155
H -4.3833 3.1035 -0.5477
H -4.6176 0.9917 -1.8181
H -4.0775 -1.1596 -0.7150
H -3.9761 -2.2200 1.4471
H -2.7078 -2.9197 3.0089
H -1.6758 -2.5858 4.9669
H 0.0819 -1.5629 6.3559
H 1.4075 0.3237 5.4514
H 1.0724 1.0878 3.1284
C -0.4348 -2.2272 -5.9045
C -0.3005 -1.0261 -5.0216
C 0.2827 0.1496 -5.4945
C 0.4218 1.2579 -4.6782
C -0.0226 1.1893 -3.3623
C -0.6486 0.0491 -2.8811
C -0.7806 -1.0477 -3.7114
S 0.1276 2.6161 -2.3591
O 0.2507 2.2027 -0.9401
O -0.8968 3.5790 -2.5839
N 1.5145 3.2989 -2.8495
C 2.8814 2.7820 -2.8614
C 3.5436 2.6763 -1.4856
C 2.8221 1.6443 -0.6846
O 2.4433 1.8664 0.5090
O 2.3481 0.5901 -1.2238
H 0.2902 -2.2062 -6.7152
H -1.4308 -2.2573 -6.3508
H -0.2993 -3.1482 -5.3393
H 0.6357 0.1973 -6.5159
H 0.8670 2.1643 -5.0613
H -1.0825 0.0382 -1.8914
H -1.2676 -1.9423 -3.3429
H 1.3760 4.2857 -3.0200
H 3.4467 3.4813 -3.4752
H 2.8902 1.8133 -3.3633
H 3.4763 3.6241 -0.9535
H 4.5970 2.4065 -1.5889

=====

Entry 5:
82
Properties=species:S:1:pos:R:3 method="wB97M-V/def2-TZVPD" de_lowest_kcal_mol=3.1 charge=-1 gap_ev=5.40 homo_energy_ev=-3.79
C 3.5202 -1.5176 -2.4367
Si 2.6863 -1.2985 -0.7356
C 2.8695 0.5248 -0.2111
C 3.6708 -2.3717 0.5019
In 0.1761 -1.9870 -0.8216
F -0.4943 -1.8840 1.1170
H 3.5494 -0.5714 -2.9818
H 4.5457 -1.8877 -2.3416
H 2.9601 -2.2397 -3.0318
H 1.9368 0.8357 0.2617
H 3.6879 0.7102 0.4902
H 3.0065 1.1489 -1.0970
H 4.6217 -2.7059 0.0770
H 3.0990 -3.2528 0.7932
H 3.8937 -1.8086 1.4123
H -0.7593 -0.7564 -1.7216
H -0.1039 -3.5755 -1.4515
C -4.6548 -5.7798 -0.0831
C -3.8157 -6.3312 -1.2032
C -3.2318 -7.7126 -0.9744
O -2.0556 -7.6855 -1.7801
C -1.6546 -6.3821 -1.8962
O -0.6227 -6.0333 -2.3550
O -2.6186 -5.5633 -1.4039
H -4.8077 -4.7109 -0.2142
H -5.6309 -6.2672 -0.1047
H -4.1983 -5.9446 0.8938
H -4.3753 -6.3072 -2.1445
H -3.8748 -8.5306 -1.2898
H -2.9395 -7.8459 0.0713
C -3.7418 -1.9182 -5.2525
C -4.7866 -2.1755 -4.2023
C -4.2684 -2.5443 -2.8305
O -5.3600 -3.3349 -2.3118
C -6.0082 -3.8863 -3.3593
O -6.8442 -4.7329 -3.2624
O -5.5770 -3.3525 -4.5179
H -4.1938 -1.9254 -6.2439
H -3.2850 -0.9441 -5.0804
H -2.9608 -2.6778 -5.2198
H -5.4853 -1.3370 -4.1290
H -4.0816 -1.6923 -2.1835
H -3.3726 -3.1672 -2.8760
C -6.8488 -0.2556 2.2274
C -6.5858 0.0373 0.7747
C -5.3291 -0.5696 0.1848
O -5.0146 0.3616 -0.8599
C -5.5237 1.5668 -0.5155
O -5.3091 2.5880 -1.0820
O -6.3319 1.4401 0.5682
H -7.6040 0.4256 2.6177
H -7.2110 -1.2777 2.3395
H -5.9401 -0.1367 2.8179
H -7.4531 -0.2255 0.1602
H -5.4698 -1.5610 -0.2391
H -4.5065 -0.5864 0.9033
C 4.0226 6.4284 0.9933
C 3.7678 5.0920 0.3499
C 4.9759 4.1950 0.1561
O 4.6005 3.4352 -0.9957
C 3.7342 4.1724 -1.7242
O 3.3692 3.9112 -2.8242
O 3.3489 5.2674 -1.0213
H 3.1829 7.1026 0.8266
H 4.1558 6.3056 2.0652
H 4.9139 6.8990 0.5719
H 2.9751 4.5504 0.8706
H 5.1786 3.5326 0.9897
H 5.8717 4.7745 -0.0913
C 6.8207 6.9092 6.2531
C 6.6285 5.5758 5.5834
C 7.5561 5.2568 4.4254
O 6.7540 4.3777 3.6314
C 5.4523 4.6682 3.8730
O 4.5392 4.2450 3.2425
O 5.3485 5.5150 4.9219
H 5.9547 7.1470 6.8687
H 7.7029 6.8805 6.8928
H 6.9441 7.7026 5.5151
H 6.6512 4.7628 6.3149
H 8.4774 4.7553 4.7074
H 7.7801 6.1506 3.8371

=====

Entry 6:
83
Properties=species:S:1:pos:R:3 method="wB97M-V/def2-TZVPD" de_lowest_kcal_mol=19.1 charge=+2 gap_ev="5.93 / 5.92" homo_energy_ev="-11.73 / -11.73"
Re -0.0197 -0.6260 0.6193
N 0.0743 -0.5624 2.7744
C -0.9378 0.3300 3.3257
C -1.1998 0.4142 4.6627
C -2.1701 1.3210 5.1341
C -2.8521 2.1190 4.2597
C -2.6063 2.0355 2.8702
C -3.2992 2.8144 1.9136
C -3.0104 2.6540 0.5901
C -2.0380 1.7133 0.2081
N -1.3630 0.9715 1.0605
C -1.6388 1.1259 2.4003
H -0.0750 -1.5032 3.1378
H 0.9963 -0.2768 3.1057
H -0.6582 -0.2077 5.3652
H -2.3676 1.3800 6.1952
H -3.5962 2.8185 4.6175
H -4.0501 3.5211 2.2431
H -3.5206 3.2204 -0.1754
H -1.8289 1.5583 -0.8421
N 5.9635 3.3440 -3.9190
C 5.2403 2.8792 -2.8806
C 5.7106 1.8054 -2.0982
C 4.9778 1.3297 -1.0409
C 3.7388 1.9035 -0.7391
C 3.2606 2.9770 -1.4952
C 3.9979 3.4563 -2.5504
S 2.8661 1.3200 0.6367
O 3.6844 1.1861 1.7973
O 1.7316 2.3550 0.8313
N 1.9792 0.0436 0.3115
C 2.5134 -1.2266 0.0848
N 3.7540 -1.5155 -0.2027
C 4.0031 -2.8243 -0.3712
C 3.0249 -3.7938 -0.2578
C 1.7358 -3.3804 0.0559
N 1.4892 -2.0872 0.2391
H 6.8839 2.9879 -4.1064
H 5.6774 4.1642 -4.4229
H 6.6738 1.3662 -2.3212
H 5.3623 0.5191 -0.4392
H 2.3178 3.4509 -1.2562
H 3.6324 4.3010 -3.1197
H 5.0275 -3.0871 -0.6026
H 3.2512 -4.8391 -0.4019
H 0.9004 -4.0598 0.1528
O -0.1016 -0.7528 -1.4302
S -0.7463 -0.0694 -2.6524
C -0.1393 -1.0920 -4.0196
C 0.5639 -0.1399 -4.9787
C 1.3527 0.8305 -4.1010
C 0.3630 1.3194 -3.0467
H -0.9691 -1.6631 -4.4283
H 0.5549 -1.7754 -3.5275
H -0.1657 0.4062 -5.5805
H 1.1964 -0.6993 -5.6664
H 1.7525 1.6686 -4.6702
H 2.1924 0.3229 -3.6199
H -0.2725 2.1265 -3.4151
H 0.8087 1.6229 -2.0990
Cl -0.0438 4.6230 1.6966
Ge 1.7302 3.6125 2.1791
Cl 1.5917 2.6363 4.0288
Cl 3.4600 4.7588 1.9602
C -4.1477 -5.0684 2.5660
C -3.0172 -4.5135 1.7358
O -3.5103 -3.3517 1.0279
P -2.6024 -2.5563 0.0040
O -1.6148 -1.7645 0.9472
Te -1.7154 -3.8405 -1.7169
O -3.5996 -1.4613 -0.5548
C -4.5577 -0.7815 0.3003
C -5.9180 -1.4319 0.2135
H -3.8243 -5.9837 3.0610
H -5.0003 -5.3072 1.9320
H -4.4638 -4.3565 3.3276
H -2.6640 -5.2364 0.9975
H -2.1744 -4.2013 2.3585
H -4.5921 0.2403 -0.0791
H -4.1746 -0.7618 1.3243
H -6.2438 -1.4884 -0.8241
H -6.6418 -0.8324 0.7673
H -5.9024 -2.4348 0.6327

=====

Number 1: M 708.46 g mol⁻¹. Number 2: M 332.15 g mol⁻¹. Number 3: M 376.51 g mol⁻¹. Number 4: M 839.91 g mol⁻¹. Number 5: M 719.47 g mol⁻¹. Number 6: M 1127.50 g mol⁻¹.